Computed, not measured: 2 unconnected molecules or ions with the total composition C15H19F6N4O10P2S2, with ωB97M-V/def2-TZVPD.

Structure (XYZ):
```
58
C15H19F6N4O10P2S2, DFT ωB97M-V/def2-TZVPD
O -1.5900 1.3679 1.7969
C -2.1880 0.2717 1.9789
F -3.6242 0.3690 2.0508
N -1.4853 -1.0369 2.0880
C -1.5000 -1.6997 0.7499
O -1.2086 -2.9166 0.6259
C -1.9304 -0.8322 -0.5473
C -3.4464 -0.7313 -1.0077
P -4.8722 -1.6200 -0.1512
O -6.0142 -0.6175 0.1647
O -5.5891 -2.8577 -1.1168
O -4.4616 -2.3584 1.3295
C -3.7218 0.1796 -2.2676
S -5.3945 0.5109 -2.9866
O -5.2712 0.7910 -4.4815
O -6.3723 -0.6272 -2.8545
C -6.0863 2.0359 -2.0949
F -7.4824 1.8709 -1.8518
F -5.3870 2.0595 -0.8259
C -5.7183 3.4227 -2.8200
F -6.3321 4.4785 -2.0509
F -6.2199 3.5611 -4.1309
F -4.3065 3.6563 -2.7164
C -2.4857 0.8716 -2.9871
N -2.4795 1.7252 -4.1675
S -0.9186 2.2527 -4.6417
N 0.0030 1.4970 -3.3821
C -0.9618 0.7686 -2.5664
C -0.7416 -0.1092 -1.2805
P 1.0176 -0.2888 -0.6080
O 1.8179 -1.4571 -1.5860
O 1.7647 1.2791 -0.8107
H -2.0175 -1.6254 2.7689
H -4.9900 -3.1118 -1.8578
H -3.8137 -3.0817 1.0890
H 2.7837 -1.2814 -1.4295
H 1.0025 1.9191 -0.8410
C 5.5045 -1.6267 1.1092
N 5.4890 -0.8298 2.4055
C 6.6390 -1.3184 3.2642
C 4.1920 -1.0793 3.1357
C 5.7046 0.6724 2.1371
C 4.6131 1.3391 1.2944
O 4.5238 0.7324 0.0175
H 5.6196 -2.6817 1.3702
H 4.5535 -1.4971 0.5975
H 6.3469 -1.2941 0.5043
H 6.4966 -2.3809 3.4692
H 6.6398 -0.7505 4.2002
H 7.5711 -1.1561 2.7195
H 3.3593 -0.7899 2.4943
H 4.1935 -0.4897 4.0539
H 4.1241 -2.1438 3.3642
H 6.6713 0.7563 1.6327
H 5.7681 1.1614 3.1145
H 4.8614 2.3956 1.1545
H 3.6394 1.2864 1.7886
H 3.7105 1.0590 -0.4075
```

Results
Strongest force on any atom in eV/Å: 7.705
E_HOMO in eV: -11.759
LUMO level in eV: -5.19
Frontier orbital gap in eV: 6.565
E in Eh: -3632.188723
Total charge: +1

---

Computed, not measured: C15H19F9N2O2S2 in the gas phase, with ωB97M-V/def2-TZVPD.

Structure (XYZ):
```
49
C15H19F9N2O2S2, DFT ωB97M-V/def2-TZVPD
C 5.6096 -2.0997 2.1896
C 5.7772 -0.6098 2.6592
S 4.2286 0.3834 2.6936
C 3.2321 0.0424 1.1932
N 3.2256 1.1912 0.2009
C 1.9005 1.7726 0.0907
O 1.7966 2.9674 0.2474
O 0.7548 1.0415 -0.1272
C -0.4355 1.8122 0.1209
C -1.7138 0.8843 -0.1038
C -2.7867 1.0645 1.0335
C -4.2692 1.2168 0.5151
C -4.8292 -0.1253 -0.1527
F -4.7228 0.0704 -1.5166
F -3.9888 -1.1300 0.3047
C -6.3088 -0.2906 0.3554
F -6.9857 0.9092 0.3272
F -6.2489 -0.6284 1.6836
S -7.3727 -1.5212 -0.5843
F -8.7231 -0.8347 0.0703
F -7.3651 -2.5165 0.7372
F -6.0961 -2.3620 -1.1305
F -7.4619 -0.5842 -1.8995
F -8.3396 -2.5936 -1.3319
C 3.6426 0.5803 -1.0687
C 4.9823 0.8358 -1.5507
C 5.5581 0.2835 -2.7743
C 4.6048 -0.5846 -3.5015
C 3.3002 -0.7458 -2.8952
N 2.7883 -0.2085 -1.7665
H 6.6511 -2.5280 2.1077
H 5.1484 -2.2206 1.1786
H 5.0644 -2.7489 2.9183
H 6.1428 -0.6500 3.7234
H 6.5739 -0.1047 2.0607
H 2.1787 -0.2670 1.4389
H 3.6829 -0.8461 0.6764
H -0.5563 2.6683 -0.5963
H -0.4743 2.2078 1.1733
H -1.3602 -0.1826 -0.1873
H -2.1557 1.1326 -1.1027
H -2.5477 2.0441 1.5446
H -2.6802 0.2916 1.8425
H -4.2659 2.0212 -0.2674
H -4.8776 1.5240 1.4056
H 5.6304 1.5011 -0.9278
H 6.5965 0.4673 -3.1115
H 4.8926 -1.1070 -4.4417
H 2.6026 -1.4237 -3.4541
```

Results
Strongest force on any atom in eV/Å: 4.084
E_HOMO in eV: -8.811
LUMO level in eV: -0.25
Frontier orbital gap in eV: 8.564
E in Eh: -2537.980652

---

Computed, not measured: a molecular structure, C15H19N2O6PdS4, with ωB97M-V/def2-TZVPD.

Structure (XYZ):
```
47
C15H19N2O6PdS4, DFT ωB97M-V/def2-TZVPD
Pd 0.3082 0.0228 -3.3284
C -0.5647 2.8710 -2.4537
C -1.9308 2.2179 -2.5644
S -1.8842 0.3867 -2.7330
C -2.1250 -0.3490 -1.0669
C -0.5179 -2.1077 -0.9039
S 0.5833 -2.0695 -2.3618
C 2.2230 -1.6464 -1.6558
C 3.1821 -1.3315 -2.7988
S 2.4879 -0.2003 -4.0650
C 3.1483 1.4981 -3.8024
C 2.1843 2.4323 -3.0867
S 0.5050 2.2543 -3.8057
H -0.0787 2.6437 -1.5057
H -0.6507 3.9534 -2.5642
H -2.4552 2.5338 -3.4680
H -2.5695 2.4730 -1.7183
H -2.8530 -1.1453 -1.2390
H -2.5709 0.4107 -0.4272
H -1.3497 -2.7475 -1.2100
H 0.0342 -2.6025 -0.1052
H 2.5786 -2.5157 -1.0999
H 2.1119 -0.7951 -0.9859
H 3.4365 -2.2305 -3.3608
H 4.1118 -0.9060 -2.4212
H 3.3746 1.8426 -4.8117
H 4.0912 1.4229 -3.2608
H 2.4926 3.4714 -3.2137
H 2.1196 2.2019 -2.0241
O -0.9910 -0.8717 -0.3930
C 0.0967 0.4224 1.5603
O 0.7213 1.0374 0.8563
C -0.5185 -0.1512 2.6669
C -0.0667 0.4102 3.8913
C -0.6159 -0.0885 5.0450
C -1.5694 -1.0960 5.0499
C -1.9785 -1.6136 3.8261
C -1.4841 -1.1715 2.6301
N -3.0008 -2.6999 3.7888
O -3.4220 -3.0708 4.8475
O -3.2974 -3.1000 2.6834
N -0.1551 0.4899 6.3446
O 0.6764 1.3613 6.2597
O -0.6621 0.0313 7.3314
H 0.6757 1.1977 3.9542
H -1.9817 -1.4665 5.9834
H -1.8498 -1.6102 1.7163
```

Results
Strongest force on any atom in eV/Å: 0.711
E_HOMO in eV: -18.982
LUMO level in eV: -10.87
Frontier orbital gap in eV: 8.113
E in Eh: -2863.333334
Energy above the lowest of the compared OMol25 structures with the same formula, charge and spin in kJ/mol: 207.3
Total charge: +3

---

Computed, not measured: 2 unconnected molecules or ions with the total composition C15H19N3, with ωB97M-V/def2-TZVPD.

Structure (XYZ):
```
37
C15H19N3, DFT ωB97M-V/def2-TZVPD
C 1.8619 -1.6251 1.9067
C 1.3357 -2.6568 2.8649
C 1.0145 -0.3619 1.7624
C -0.3283 -0.2218 2.1239
C 1.3356 0.8140 0.9418
C 0.3138 1.7142 1.1016
C 2.3080 1.1821 -0.0603
C 0.2510 3.0275 0.5924
C 2.2602 2.4881 -0.5743
C 1.2519 3.4251 -0.3191
N -0.7387 1.0688 1.8034
H 2.8297 -1.1004 2.1470
H 2.0622 -2.0028 0.9199
H 0.2946 -2.8757 2.5904
H -0.8390 -0.8948 2.8215
H -1.4984 1.5283 2.2407
H 3.1146 0.4867 -0.3070
H -0.6347 3.6430 0.6723
H 2.9091 2.7986 -1.3598
H 1.3871 4.2914 -0.9278
H 1.2650 -2.5236 3.9484
H 1.6895 -3.6845 2.8004
C -2.9066 -2.0423 -1.4331
C -2.7468 -2.6926 -0.0727
C -1.7828 -1.1436 -1.8955
C -0.4007 -1.2680 -1.5677
C -0.7469 0.5499 -2.8404
N -1.8715 -0.1150 -2.7223
N 0.2104 -0.1089 -2.0988
H -2.9310 -2.7989 -2.2459
H -3.8135 -1.4535 -1.5699
H -1.7018 -2.7941 0.1651
H 0.2532 -1.9257 -0.9958
H -0.6011 1.2804 -3.6365
H 1.0920 0.0854 -1.5859
H -3.2398 -3.6997 -0.1527
H -3.2531 -2.1074 0.7299
```

Results
Strongest force on any atom in eV/Å: 4.185
E_HOMO (alpha / beta) in eV: 0.141 / -3.360
LUMO level (alpha / beta) in eV: 3.33 / 3.29
Frontier orbital gap (alpha / beta) in eV: 3.185 / 6.654
E in Eh: -747.173261
Total charge: -1
2S+1: 2

---

Computed, not measured: C15H19N3O2S in the gas phase, with ωB97M-V/def2-TZVPD.

Structure (XYZ):
```
40
C15H19N3O2S, DFT ωB97M-V/def2-TZVPD
S -1.7644 -1.6951 1.5566
C -1.1680 -0.6653 0.4034
N -0.2478 -1.0639 -0.5025
C 0.1642 -2.4448 -0.6095
C 1.6014 -2.6250 -0.0841
N 2.4197 -1.4373 -0.2945
C 1.9689 -0.7173 -1.4623
H 2.6621 0.0988 -1.6736
C 0.5452 -0.1403 -1.2899
H 0.0868 0.0309 -2.2742
H 0.6184 0.8138 -0.7624
H 2.0006 -1.4138 -2.3033
C 2.5588 -0.6170 0.9077
C 3.4113 0.5815 0.6641
C 3.1063 1.9120 0.6326
C 4.3178 2.5920 0.3568
C 5.2650 1.6238 0.2395
O 4.7269 0.4084 0.4253
H 6.3162 1.6701 0.0357
H 4.4570 3.6492 0.2621
H 2.1454 2.3558 0.7993
H 1.5941 -0.2781 1.3153
H 3.0465 -1.2478 1.6576
H 1.5799 -2.8567 0.9808
H 2.0711 -3.4647 -0.6082
H 0.1024 -2.7315 -1.6649
H -0.5317 -3.0572 -0.0361
N -1.5440 0.6454 0.3590
H -1.4527 1.1138 -0.5317
C -2.6374 1.1431 1.1771
C -3.9654 0.9258 0.5293
C -4.8378 -0.1200 0.5819
C -5.9047 0.2113 -0.2890
C -5.5991 1.4293 -0.8087
O -4.4249 1.8718 -0.3253
H -6.1122 2.0648 -1.5029
H -6.7745 -0.3778 -0.4948
H -4.7257 -1.0092 1.1669
H -2.4731 2.2116 1.3383
H -2.6025 0.6094 2.1288
```

Results
Strongest force on any atom in eV/Å: 0.991
E_HOMO in eV: -8.075
LUMO level in eV: 0.61
Frontier orbital gap in eV: 8.682
E in Eh: -1295.873749
Energy above the lowest of the compared OMol25 structures with the same formula, charge and spin in kJ/mol: 286.6